This record from the Open Molecules 2025 dataset describes C22H23F3N4O7S in the gas phase at a distorted geometry. The level of theory is the ωB97M-V functional and the def2-TZVPD basis.

```
60
Properties=species:S:1:pos:R:3:forces:R:3:lowdin_charge:R:1
C 3.248762 -2.284633 -2.279834 0.02 -0.13 -0.18 -0.08
O 2.890295 -1.568293 -1.122716 -0.19 0.13 0.30 -0.11
C 1.677695 -1.860094 -0.541302 0.10 0.11 0.16 -0.21
C 0.726611 -2.706498 -1.078982 0.22 0.05 -0.09 0.00
C -0.473197 -2.932415 -0.420790 -0.07 0.07 0.21 -0.04
C -0.757588 -2.295437 0.772921 0.10 -0.13 -0.10 -0.22
C -2.034787 -2.555047 1.529120 -0.15 -0.03 -0.14 -0.10
C -3.314424 -2.469116 0.690355 0.09 -0.15 0.21 -0.09
N -3.722194 -1.103181 0.434188 -0.12 -0.28 0.16 0.07
C -4.576946 -0.404851 1.300644 -0.16 0.09 -0.54 -0.48
O -5.084198 -0.849890 2.285193 -0.09 -0.22 0.55 0.14
N -4.773883 0.831122 0.741093 -0.11 0.22 -0.08 0.19
C -3.917615 1.061127 -0.392871 -0.31 -0.34 -0.01 -0.33
N -2.982601 2.134579 -0.296883 0.95 0.02 0.67 0.01
S -1.861877 2.062303 0.995478 -0.41 0.40 -0.46 0.71
O -2.093290 3.216536 1.810380 0.24 0.23 -0.19 -0.27
O -2.031360 0.768308 1.591662 0.20 -0.13 -0.13 -0.25
C -0.276011 2.137253 0.221127 -0.54 0.10 0.30 -0.28
C -0.006662 1.325685 -0.865506 0.18 -0.05 -0.19 -0.03
C 1.297073 1.197421 -1.291648 -0.07 0.18 0.08 0.00
C 2.336656 1.834495 -0.605725 -0.39 0.22 0.16 -0.21
N 3.633451 1.497991 -0.957644 -0.05 -0.12 -0.38 0.14
C 4.800472 1.847704 -0.327226 0.21 -0.25 -0.37 -0.50
C 5.971459 1.027572 -0.818737 0.11 0.13 0.20 0.01
O 4.892959 2.714290 0.508657 0.01 0.18 0.27 0.07
C 2.032399 2.732688 0.419379 0.11 0.06 0.06 0.00
C 0.722518 2.869564 0.837716 -0.10 0.03 0.01 -0.05
C -4.785500 1.293506 -1.647771 -0.14 -0.04 -0.46 -0.57
F -4.065322 1.449831 -2.753457 0.26 -0.02 0.00 0.18
F -5.631729 0.281492 -1.856903 0.09 -0.20 0.22 0.18
F -5.533528 2.400327 -1.511408 -0.01 0.30 0.33 0.15
C -3.208461 -0.316741 -0.531264 -0.33 0.15 -0.32 -0.37
O -2.419676 -0.604620 -1.389659 0.06 -0.06 -0.13 0.14
C 0.201829 -1.447963 1.319927 0.21 0.08 -0.02 0.03
C 1.415137 -1.229461 0.690965 0.32 -0.08 -0.03 -0.20
O 2.417179 -0.435888 1.173287 -0.17 -0.37 -0.40 -0.08
C 2.270940 0.114248 2.460567 -0.05 0.07 0.27 -0.06
H 2.584992 -2.056556 -3.121256 0.01 -0.03 0.03 0.10
H 3.245907 -3.364319 -2.103290 -0.02 0.03 0.00 0.10
H 4.262457 -1.968937 -2.526488 -0.06 -0.04 -0.02 0.09
H 0.905255 -3.209169 -2.015781 0.08 -0.03 -0.10 0.11
H -1.179383 -3.618519 -0.861282 -0.12 -0.06 -0.07 0.11
H -2.119067 -1.841008 2.348925 -0.02 -0.11 0.10 0.12
H -1.990225 -3.561823 1.954937 -0.04 0.05 0.07 0.13
H -3.187190 -2.956384 -0.277426 -0.09 -0.02 0.08 0.13
H -4.140749 -2.930012 1.236491 0.09 0.00 -0.14 0.13
H -5.175943 1.580439 1.282824 0.04 -0.10 0.00 0.17
H -3.394853 3.055654 -0.357409 0.03 0.15 0.01 0.13
H -0.799382 0.780054 -1.348329 -0.06 -0.10 -0.13 0.10
H 1.523961 0.554511 -2.127490 0.03 -0.12 -0.10 0.12
H 3.685013 0.694980 -1.571429 0.06 0.08 0.19 0.13
H 6.881339 1.369402 -0.334448 -0.02 0.02 0.00 0.08
H 5.803260 -0.018842 -0.571911 0.00 -0.13 -0.02 0.08
H 6.078479 1.124503 -1.896856 0.01 -0.03 -0.10 0.08
H 2.826737 3.266334 0.913654 -0.02 0.02 0.00 0.11
H 0.461832 3.516809 1.660152 0.07 0.12 0.11 0.12
H -0.022667 -0.950776 2.248906 0.02 0.09 0.13 0.11
H 1.397037 0.769516 2.525515 0.05 -0.04 0.01 0.09
H 3.172833 0.700823 2.629491 -0.08 0.01 0.05 0.10
H 2.195792 -0.670584 3.220177 -0.01 0.02 -0.03 0.10
```
Positions in Å, forces in eV/Å.

Results
highest occupied orbital energy = -8.159 eV
frontier orbital gap = 0.31776 hartree
SMILES = COc1ccc(CCN2C(=O)N[C@](NS(=O)(=O)c3ccc(NC(C)=O)cc3)(C(F)(F)F)C2=O)cc1OC